{"formula": "C5H35N3O10", "method": "ωB97M-V/def2-TZVPD", "homo_ha": [0.02024, -0.21443], "e_tot_ev": -30696.7583, "multiplicity": 2, "total_charge": -1, "species": ["C", "N", "C", "C", "C", "N", "C", "N", "H", "H", "H", "H", "H", "H", "H", "H", "H", "H", "H", "H", "H", "H", "H", "H", "H", "O", "H", "H", "O", "H", "H", "O", "H", "H", "O", "H", "H", "O", "H", "H", "O", "H", "H", "O", "H", "H", "O", "H", "H", "O", "H", "H", "O"], "positions_angstrom": [[1.56, -0.67, 0.55], [0.28, -1.34, 0.18], [-0.97, -0.60, 0.35], [-2.22, -1.46, 0.15], [-3.42, -0.52, 0.16], [-3.21, 0.86, -0.36], [2.41, -1.42, 1.52], [1.93, -1.42, 2.87], [2.15, -0.64, -0.38], [1.35, 0.37, 0.88], [0.24, -2.25, 0.63], [-0.97, 0.03, 1.24], [-0.87, 0.18, -0.44], [-1.98, -2.06, -0.77], [-2.34, -2.18, 0.96], [-3.71, -0.41, 1.24], [-4.25, -1.00, -0.37], [-2.44, 0.83, -1.02], [-4.04, 1.25, -0.79], [2.55, -2.44, 1.06], [3.47, -1.11, 1.54], [2.35, -1.86, 3.67], [0.92, -1.54, 2.92], [-1.00, -0.89, -2.79], [-1.56, -0.71, -4.25], [-1.35, -0.25, -3.43], [-0.46, -0.33, 4.69], [-1.20, -1.46, 3.73], [-1.28, -0.78, 4.42], [-1.53, 1.00, 3.15], [-2.95, 1.10, 2.67], [-2.23, 1.65, 3.01], [-0.03, -4.32, -1.98], [0.63, -3.05, -1.31], [-0.18, -3.54, -1.43], [2.16, 3.25, -1.19], [3.54, 2.52, -1.37], [2.82, 2.92, -1.85], [1.67, -1.55, -1.82], [2.64, -1.78, -3.07], [1.99, -2.16, -2.49], [3.20, 0.44, -1.87], [2.90, 1.23, -3.16], [2.86, 0.35, -2.76], [-0.30, 1.32, -2.35], [0.16, 2.75, -2.45], [-0.09, 2.08, -1.79], [2.36, 3.48, 1.35], [1.03, 3.90, 0.69], [1.91, 3.55, 0.49], [-2.02, 2.45, 0.82], [-1.11, 3.05, -0.20], [-1.34, 3.15, 0.74]]}